#A
Computed, not measured: a single C2H2Br2S2 molecule, with the ωB97M-V functional and the def2-TZVPD basis.

Properties
Kohn-Sham gap	7.460	eV
multiplicity	1

Cartesian coordinates (Å):
C1 0.56 -0.37 -0.90
C2 1.27 0.18 0.07
S1 -0.97 -0.74 -1.37
S2 0.56 1.37 1.32
Br1 -2.92 0.13 0.04
Br2 3.11 -0.10 0.27
H1 -0.97 -1.76 -0.38
H2 -0.64 1.29 0.94

***

#B
Computed, not measured: 2 unconnected molecules or ions with the total composition C2H2Br2S2, with the ωB97M-V functional and the def2-TZVPD basis.

Properties
Kohn-Sham gap (alpha / beta)	6.734 / 6.737	eV
multiplicity	1

Cartesian coordinates (Å):
C1 -1.07 0.81 -0.57
C2 0.07 0.16 -0.67
S1 -1.47 2.54 -0.51
S2 -0.09 -2.56 -1.00
Br1 -2.67 -0.27 -0.31
Br2 1.85 0.34 -1.04
H1 -0.19 2.96 -0.99
H2 0.96 -3.11 -1.72

***

It is #B that is the least stable of them.

***

#A
Computed, not measured: a molecular structure, C2H4NOP, with the ωB97M-V functional and the def2-TZVPD basis.

Properties
Kohn-Sham gap	10.496	eV
multiplicity	1

Cartesian coordinates (Å):
C1 -0.88 -0.63 0.01
C2 -1.69 0.39 0.00
N1 0.15 -1.33 -0.03
O1 1.06 1.11 0.03
P1 1.41 -0.28 0.00
H1 -2.27 0.53 -0.93
H2 -1.75 0.84 1.00
H3 2.37 -0.85 -0.87
H4 1.68 -0.79 1.29

***

#B
Computed, not measured: 2 unconnected molecules or ions with the total composition C2H4NOP, with the ωB97M-V functional and the def2-TZVPD basis.

Properties
Kohn-Sham gap	8.921	eV
multiplicity	1
structure (SMILES)	C=C=N.O=P

Cartesian coordinates (Å):
C1 1.21 -0.76 -0.19
C2 0.59 -0.12 0.77
N1 0.27 0.44 1.79
H1 1.74 -0.20 -0.94
H2 1.27 -1.83 -0.23
H3 -0.65 0.83 1.97
O1 -1.79 1.51 -0.41
P1 -1.63 0.09 -0.72
H4 -1.01 0.05 -2.04

***

It is #B that is the least stable of them.

***

#A
Computed, not measured: 2 unconnected molecules or ions with the total composition C4H12NOS, with the ωB97M-V functional and the def2-TZVPD basis.

Properties
net charge	-1
Kohn-Sham gap	6.294	eV
multiplicity	1

Cartesian coordinates (Å):
C1 1.42 -0.38 -1.02
N1 0.67 -0.76 0.17
C2 -0.80 -0.65 0.01
C3 -1.46 -0.30 1.32
S1 -3.29 -0.10 1.21
C4 2.86 -0.85 -0.93
H1 1.43 0.71 -1.16
H2 0.92 -0.81 -1.88
H3 0.97 -0.18 0.95
H4 -1.05 0.11 -0.73
H5 -1.21 -1.62 -0.29
H6 -1.22 -1.07 2.08
H7 -1.10 0.66 1.71
H8 2.96 -1.93 -0.93
H9 3.29 -0.46 -0.01
H10 3.45 -0.41 -1.74
H11 -2.92 1.94 0.36
H12 -2.12 3.19 0.74
O1 -2.80 2.90 0.13

***

#B
Computed, not measured: 2 unconnected molecules or ions with the total composition C4H12NOS, with the ωB97M-V functional and the def2-TZVPD basis.

Properties
net charge	-1
Kohn-Sham gap	5.683	eV
multiplicity	1

Cartesian coordinates (Å):
C1 -1.17 0.80 -0.50
C2 -2.53 0.28 -0.94
S1 -3.44 1.53 -1.93
C3 -0.36 -0.20 0.32
N1 1.07 0.11 0.46
C4 1.79 0.11 -0.83
H1 -0.59 1.12 -1.37
H2 -1.38 1.66 0.13
H3 -3.09 0.00 -0.05
H4 -2.45 -0.61 -1.56
H5 -0.84 -0.24 1.30
H6 -0.39 -1.21 -0.09
H7 1.12 1.05 0.80
H8 1.89 1.11 -1.24
H9 1.22 -0.46 -1.54
H10 2.81 -0.22 -0.66
H11 1.92 -1.13 3.13
H12 2.01 -1.86 1.85
O1 2.42 -1.83 2.72

***

It is #B that is the least stable of them.

***

#A
Computed, not measured: 2 unconnected molecules or ions with the total composition C4H12NOS, with the ωB97M-V functional and the def2-TZVPD basis.

Properties
net charge	-1
Kohn-Sham gap	5.828	eV
multiplicity	1

Cartesian coordinates (Å):
C1 -0.85 -0.81 1.41
C2 -2.06 -0.13 0.96
S1 -3.69 -0.92 1.26
C3 0.51 -0.06 1.09
N1 0.62 0.08 -0.51
C4 0.04 1.27 -1.36
H1 -0.59 -1.88 0.93
H2 -0.73 -0.86 2.55
H3 -2.22 0.74 1.59
H4 -1.95 0.15 -0.05
H5 1.41 -0.55 1.49
H6 0.54 0.99 1.47
H7 0.22 -0.80 -0.74
H8 0.73 2.06 -0.98
H9 0.19 1.13 -2.44
H10 -0.97 1.65 -1.30
H11 2.53 -0.08 -1.49
H12 3.04 -1.44 -1.84
O1 3.23 -0.52 -2.06

***

#B
Computed, not measured: 2 unconnected molecules or ions with the total composition C4H12NOS, with the ωB97M-V functional and the def2-TZVPD basis.

Properties
net charge	-1
Kohn-Sham gap	6.990	eV
multiplicity	1

Cartesian coordinates (Å):
C1 1.91 -2.30 -0.66
C2 1.22 -1.28 0.25
S1 0.32 -0.01 -0.68
N1 2.86 -1.71 -1.61
H1 1.14 -2.81 -1.25
H2 2.44 -3.06 -0.08
H3 1.98 -0.84 0.90
H4 0.53 -1.83 0.90
H5 3.59 -1.25 -1.08
H6 2.35 -0.94 -2.05
C3 -2.05 2.20 0.73
O1 -1.01 1.80 1.59
C4 -3.11 1.14 0.59
H7 -2.49 3.10 1.16
H8 -1.65 2.46 -0.26
H9 -0.40 1.25 1.04
H10 -3.48 0.85 1.57
H11 -3.95 1.50 -0.01
H12 -2.69 0.26 0.11

***

#C
Computed, not measured: 2 unconnected molecules or ions with the total composition C4H12NOS, with the ωB97M-V functional and the def2-TZVPD basis.

Properties
net charge	-1
Kohn-Sham gap	6.430	eV
multiplicity	1

Cartesian coordinates (Å):
C1 1.51 -1.26 -0.01
N1 1.78 -0.01 0.93
C2 1.07 1.17 0.29
C3 -0.46 1.01 0.16
S1 -1.06 1.82 -1.34
C4 0.97 -2.55 0.87
H1 2.51 -1.53 -0.44
H2 0.86 -0.94 -0.83
H3 1.27 -0.42 1.72
H4 1.17 2.10 0.87
H5 1.51 1.34 -0.69
H6 -0.76 -0.04 0.29
H7 -0.92 1.41 1.09
H8 1.30 -3.50 0.50
H9 -0.10 -2.43 0.93
H10 1.41 -2.43 1.87
H11 -4.60 2.63 -2.08
H12 -3.31 1.82 -1.81
O1 -4.15 1.82 -2.33

***

#D
Computed, not measured: 2 unconnected molecules or ions with the total composition C4H12NOS, with the ωB97M-V functional and the def2-TZVPD basis.

Properties
net charge	-1
Kohn-Sham gap	5.711	eV
multiplicity	1

Cartesian coordinates (Å):
C1 -1.33 -0.36 -1.10
C2 -0.34 -1.28 -1.79
S1 -0.94 -1.80 -3.44
C3 -0.89 0.17 0.28
N1 0.51 0.61 0.37
C4 1.48 -0.38 0.80
H1 -1.59 0.46 -1.77
H2 -2.25 -0.93 -0.96
H3 -0.20 -2.19 -1.20
H4 0.64 -0.81 -1.92
H5 -1.52 1.01 0.57
H6 -1.03 -0.62 1.02
H7 0.80 0.99 -0.53
H8 1.00 -1.09 1.47
H9 2.30 0.09 1.33
H10 1.88 -0.97 -0.03
H11 0.41 2.00 1.60
H12 0.72 2.36 3.06
O1 0.35 2.73 2.26

***

It is #A that is the least stable of them.

***

#A
Computed, not measured: 2 unconnected molecules or ions with the total composition C4H12NOS, with the ωB97M-V functional and the def2-TZVPD basis.

Properties
net charge	-1
Kohn-Sham gap	5.842	eV
multiplicity	1

Cartesian coordinates (Å):
C1 2.89 0.64 0.53
N1 1.98 0.02 -0.46
C2 0.57 0.50 -0.24
C3 -0.41 -0.20 -1.19
S1 -2.13 -0.34 -0.59
C4 0.28 2.03 -0.40
H1 3.96 0.38 0.27
H2 2.75 1.76 0.61
H3 2.77 0.13 1.48
H4 2.21 0.25 -1.45
H5 0.35 0.41 0.84
H6 -0.52 0.32 -2.23
H7 -0.26 -1.31 -1.35
H8 1.06 2.58 0.11
H9 -0.70 2.21 -0.16
H10 0.29 2.38 -1.41
H11 -1.36 -1.69 3.11
H12 -0.81 -1.59 1.85
O1 -1.18 -2.28 2.35

***

#B
Computed, not measured: 2 unconnected molecules or ions with the total composition C4H12NOS, with the ωB97M-V functional and the def2-TZVPD basis.

Properties
net charge	-1
Kohn-Sham gap	6.391	eV
multiplicity	1

Cartesian coordinates (Å):
C1 1.12 -1.44 -2.13
N1 0.47 -0.16 -1.82
C2 -0.26 -0.17 -0.51
C3 -1.31 0.91 -0.48
S1 -2.13 1.04 1.22
C4 0.72 -0.20 0.67
H1 1.62 -1.30 -3.08
H2 1.86 -1.81 -1.41
H3 0.36 -2.24 -2.24
H4 -0.32 -0.16 -2.46
H5 -0.76 -1.16 -0.48
H6 -0.78 1.86 -0.40
H7 -1.98 0.71 -1.30
H8 1.61 -0.76 0.37
H9 0.22 -0.64 1.53
H10 1.09 0.82 0.83
H11 -0.10 2.18 4.07
H12 -1.03 1.23 3.42
O1 -0.40 1.28 4.20

***

It is #A that is the least stable of them.

***

#A
Computed, not measured: 2 unconnected molecules or ions with the total composition C4H12NOS, with the ωB97M-V functional and the def2-TZVPD basis.

Properties
net charge	-1
Kohn-Sham gap	7.093	eV
multiplicity	1

Cartesian coordinates (Å):
C1 -3.02 -0.01 1.56
C2 -1.86 -0.29 0.60
S1 -0.27 0.08 1.41
H1 -2.89 0.99 1.97
H2 -2.97 -0.70 2.41
H3 -3.97 -0.19 1.04
H4 -1.96 0.36 -0.27
H5 -1.92 -1.34 0.31
C3 1.34 0.69 -1.66
O1 0.73 1.80 -1.00
C4 2.37 0.01 -0.76
N1 1.97 -1.34 -0.32
H6 0.61 -0.07 -1.97
H7 1.80 1.16 -2.54
H8 0.31 1.41 -0.18
H9 3.39 -0.06 -1.15
H10 2.48 0.63 0.15
H11 1.15 -1.26 0.30
H12 2.71 -1.87 0.10

***

#B
Computed, not measured: 2 unconnected molecules or ions with the total composition C4H12NOS, with the ωB97M-V functional and the def2-TZVPD basis.

Properties
net charge	-1
Kohn-Sham gap	6.967	eV
multiplicity	1

Cartesian coordinates (Å):
C1 1.61 2.53 2.29
C2 2.29 1.59 1.30
C3 1.37 1.04 0.21
S1 0.02 0.02 0.91
H1 1.13 3.37 1.79
H2 2.36 2.89 3.00
H3 0.84 1.98 2.83
H4 3.11 2.15 0.82
H5 2.74 0.76 1.85
H6 1.94 0.50 -0.55
H7 0.90 1.89 -0.31
N1 -1.72 -2.88 -2.29
C4 -2.06 -1.85 -1.35
O1 -1.62 -0.56 -1.68
H8 -2.05 -2.65 -3.21
H9 -0.71 -2.96 -2.36
H10 -3.15 -1.80 -1.29
H11 -1.65 -2.13 -0.38
H12 -0.93 -0.30 -0.99

***

It is #A that is the least stable of them.